Entry 1:
Here is a molecular structure, C15H20AsF6NO5SSiV at a distorted geometry from the Open Molecules 2025 dataset. Energies are from the ωB97M-V functional and the def2-TZVPD basis.

Properties
Expectation value of S²: 2.017
Spin multiplicity: 3
HOMO-LUMO gap (alpha / beta): 0.274 / 0.281 Eh
Highest occupied orbital energy (alpha / beta): -0.18104 / -0.18749 hartree
Net charge: -1

The geometry in XYZ format:
```
51
C15H20AsF6NO5SSiV (the ωB97M-V functional and the def2-TZVPD basis)
As -0.59 3.94 2.40
V -0.59 1.28 1.16
S -1.21 0.08 3.46
Si 0.94 -2.99 -1.89
F -1.46 4.32 3.85
F 0.42 2.82 3.22
F -1.64 5.02 1.51
F 0.30 3.66 0.92
F -1.80 2.64 2.15
F 0.51 5.24 2.77
O -2.05 2.56 -0.34
O 0.32 1.62 -2.77
O 0.93 0.40 1.64
O 0.13 1.37 -0.56
O -2.85 -0.21 0.57
N 1.09 -0.65 2.43
C 2.44 -2.48 3.06
C -0.89 -1.35 -0.10
C 1.53 -2.78 4.09
C -1.56 2.62 -1.68
C -2.55 1.97 -2.64
C 0.16 -0.90 3.40
C 0.42 -1.99 4.25
C -1.63 -0.29 0.52
C -0.18 -2.09 -0.76
C 2.73 -2.72 -1.36
C 0.63 -2.36 -3.64
C -0.25 1.80 -1.70
C 2.19 -1.41 2.25
C 0.53 -4.83 -1.80
C -1.26 4.06 -2.08
H -3.45 2.58 -2.73
H -0.39 -2.59 -3.94
H 3.33 -3.08 2.90
H -2.68 3.26 -0.19
H -0.58 4.52 -1.36
H -2.19 4.65 -2.10
H 1.16 -5.42 -2.48
H 1.71 -3.63 4.74
H 3.44 -3.15 -2.08
H -0.81 4.09 -3.07
H 2.82 -1.09 1.44
H 1.31 -2.82 -4.36
H 2.92 -3.18 -0.39
H -2.09 1.86 -3.62
H -0.30 -2.19 5.03
H -2.83 0.98 -2.27
H 2.94 -1.65 -1.28
H 0.76 -1.28 -3.68
H 0.67 -5.22 -0.79
H -0.51 -5.00 -2.08
```


Entry 2:
Here is a molecular structure, C9H7F6O3PSV from the Open Molecules 2025 dataset. Energies are from the ωB97M-V functional and the def2-TZVPD basis.

Properties
Expectation value of S²: 3.772
Spin multiplicity: 4
HOMO-LUMO gap (alpha / beta): 0.302 / 0.261 Eh
Highest occupied orbital energy (alpha / beta): -0.33810 / -0.34118 hartree

The geometry in XYZ format:
```
28
C9H7F6O3PSV (the ωB97M-V functional and the def2-TZVPD basis)
V 1.02 1.34 1.13
S 2.18 -0.21 -0.07
P -0.10 0.39 3.51
F 1.53 0.71 3.07
F -0.35 1.89 2.80
F 0.16 1.06 4.90
F 1.54 3.05 0.93
F 0.32 -1.05 3.96
F -1.63 0.19 3.72
O -1.23 -2.11 1.93
O -0.21 -0.11 1.80
O -1.35 1.67 -0.65
C -0.36 -1.45 -0.19
C -1.25 -2.31 -2.27
C -0.64 -1.31 1.27
C 0.58 2.54 -1.88
C -0.21 1.89 -0.79
C 0.87 -1.18 -2.23
C -0.13 -1.83 -2.93
C 0.78 -0.98 -0.86
C -1.35 -2.13 -0.90
H -0.03 -1.97 -4.00
H -2.21 -2.50 -0.35
H 1.49 1.96 -2.05
H 1.76 -0.84 -2.75
H 0.86 3.52 -1.50
H -2.04 -2.83 -2.80
H -0.03 2.62 -2.78
```


Energy relative to the best compared isomer or geometry (same formula, charge and spin) for every record listed, in sequence, given in kcal/mol: 12.0 0.6.